No. 1
{"formula": "C32H42Br2N6O3PPdS", "method": "ωB97M-V/def2-TZVPD", "homo_lumo_gap_ha": 0.24462, "de_lowest_kcal_mol": 11.6, "multiplicity": 1, "total_charge": -1, "total_energy_ev": -212640.1470, "species": ["Pd", "Br", "Br", "S", "P", "O", "O", "O", "N", "N", "N", "N", "N", "N", "C", "C", "C", "C", "C", "C", "C", "C", "C", "C", "C", "C", "C", "C", "C", "C", "C", "C", "C", "C", "C", "C", "C", "C", "C", "C", "C", "C", "C", "C", "C", "C", "H", "H", "H", "H", "H", "H", "H", "H", "H", "H", "H", "H", "H", "H", "H", "H", "H", "H", "H", "H", "H", "H", "H", "H", "H", "H", "H", "H", "H", "H", "H", "H", "H", "H", "H", "H", "H", "H", "H", "H", "H", "H"], "xyz": [[0.39546, -0.22930, 0.15370], [-4.66485, -0.21571, -0.51652], [-5.12023, -0.69336, 5.06967], [4.05223, -0.20752, -0.07312], [0.00025, -3.51199, -0.19111], [-1.70230, 0.20888, 0.14011], [4.87119, 0.72955, -0.78987], [3.93993, -1.55960, -0.54671], [6.33590, -0.58648, 5.40795], [0.02615, -2.00985, -0.52114], [0.92755, 1.88018, 0.35284], [3.15270, 2.52344, 0.92366], [2.53785, 0.34049, 0.08062], [-0.48383, 0.15957, 2.59887], [0.48248, 3.08317, 0.65881], [1.10699, -5.96390, -1.37249], [2.67321, 3.72941, 1.20467], [2.26444, 1.63624, 0.44302], [0.93436, -3.96382, 1.39042], [1.60152, 0.49362, 3.75211], [-2.28796, -3.58535, 1.37181], [-4.56679, -0.44763, 2.30990], [-0.16162, -4.37914, -2.83673], [-0.58797, 0.05084, 4.96317], [5.76418, -0.46928, 4.13364], [-2.65621, -3.30905, -1.03475], [0.79080, -4.48280, -1.62996], [-4.00111, -0.44054, 3.54646], [-2.08898, -5.57876, -0.12608], [0.66673, -2.86572, 2.43579], [6.20241, 0.51712, 3.25306], [-2.40182, -0.02653, 1.19038], [4.78192, -1.37039, 3.71197], [-1.92648, -0.17860, 4.93467], [0.12471, 0.21734, 3.74997], [4.25314, -1.28354, 2.43600], [0.63765, -5.33824, 1.99292], [2.43815, -3.87805, 1.06428], [-2.61019, -0.22479, 3.69673], [2.07870, -3.74844, -2.04391], [1.33841, 4.08903, 1.06645], [-1.80715, -4.07598, -0.00294], [-1.82469, -0.03540, 2.53580], [5.67657, 0.60342, 1.97302], [-3.78437, -0.24697, 1.16067], [4.70447, -0.29555, 1.56201], [-1.03123, -5.02830, -2.74340], [-3.15240, -5.75672, 0.08817], [1.42050, -2.95070, 3.23360], [5.76862, -1.04983, 6.09587], [-3.70177, -3.31569, -0.70135], [4.43242, -2.14077, 4.39554], [0.98059, 5.08272, 1.29181], [6.96079, 1.22437, 3.57932], [-1.90052, -5.95090, -1.13244], [1.78784, 1.56354, 3.90242], [0.75358, -1.88284, 1.99453], [3.48923, -1.97939, 2.10876], [-0.05618, 0.09683, 5.90652], [3.00051, -3.84178, 2.00760], [2.31093, -4.00917, -3.08616], [2.68211, -2.98529, 0.48306], [6.78073, 0.24269, 5.76231], [-2.32717, -2.27004, -1.10598], [6.00378, 1.37059, 1.28005], [-5.63146, -0.60606, 2.20467], [2.94282, -4.02389, -1.44151], [1.32261, -5.50603, 2.83654], [0.38562, -4.69039, -3.73586], [-0.31640, -2.93630, 2.90042], [2.11700, -0.05087, 4.54771], [1.86858, -6.09502, -0.60230], [0.79244, -6.15004, 1.28052], [-2.04774, -2.52889, 1.52024], [1.95560, -2.66822, -1.98239], [-3.37964, -3.68248, 1.41368], [2.03462, 0.21375, 2.79888], [-1.87486, -4.16256, 2.19982], [-1.50969, -6.18146, 0.57588], [1.51040, -6.40051, -2.29689], [-0.58995, 3.23290, 0.57636], [-0.37852, -5.41621, 2.38126], [-2.62197, -3.75677, -2.02776], [3.39549, 4.44498, 1.58679], [2.79490, -4.74522, 0.50966], [0.23386, -6.54959, -1.08890], [-0.49856, -3.34994, -2.98258], [-2.48189, -0.32409, 5.85283]], "atomic_forces_ev_per_a": [[-0.57, 1.43, -1.01], [-0.01, 0.03, 0.00], [0.04, -0.01, -0.01], [-0.31, 0.12, 0.10], [0.00, 0.34, 0.12], [0.15, -0.50, 0.36], [0.11, 0.04, -0.19], [0.11, 0.07, -0.08], [0.01, -0.09, -0.24], [0.31, -0.22, -0.07], [0.47, -0.66, 0.26], [-0.13, -0.10, -0.25], [-0.32, 0.57, 0.24], [-0.37, 0.20, 0.08], [-0.35, -0.20, -0.07], [0.10, 0.06, -0.11], [-0.02, -0.09, 0.01], [0.22, -0.53, 0.06], [0.14, -0.07, 0.00], [-0.05, 0.08, 0.16], [-0.10, -0.02, 0.03], [0.03, 0.01, -0.34], [0.07, 0.00, -0.01], [0.27, 0.01, 0.06], [0.01, -0.03, 0.16], [-0.03, 0.00, 0.05], [-0.10, 0.03, -0.03], [0.14, 0.02, 0.16], [-0.13, 0.04, 0.10], [0.09, -0.45, 0.22], [0.04, 0.08, -0.03], [0.05, 0.12, -0.02], [-0.02, 0.00, 0.02], [-0.21, -0.04, -0.01], [0.00, 0.05, 0.30], [0.11, 0.16, -0.08], [0.08, -0.06, 0.15], [-0.14, -0.06, 0.07], [0.06, -0.06, -0.02], [0.08, -0.10, -0.16], [0.20, 0.03, -0.01], [0.03, -0.11, -0.01], [0.11, -0.03, -0.16], [-0.03, 0.06, 0.01], [-0.04, 0.12, 0.09], [0.10, -0.13, 0.31], [-0.03, 0.03, 0.02], [0.11, 0.02, -0.02], [-0.11, -0.03, -0.05], [-0.07, 0.00, 0.04], [0.09, -0.04, -0.06], [0.03, 0.05, -0.07], [0.03, -0.02, 0.02], [-0.05, -0.07, -0.05], [0.01, 0.00, 0.00], [-0.01, -0.07, 0.00], [0.08, 0.21, -0.13], [0.17, 0.21, 0.09], [0.00, 0.00, -0.02], [-0.10, -0.17, -0.11], [-0.02, 0.00, 0.14], [-0.07, -0.14, 0.12], [-0.04, 0.06, 0.00], [0.01, -0.06, 0.03], [-0.03, -0.08, 0.08], [0.01, 0.01, -0.05], [-0.08, 0.04, -0.04], [-0.07, 0.00, -0.07], [-0.08, 0.01, 0.09], [0.04, 0.00, -0.02], [-0.05, 0.04, -0.05], [-0.06, 0.00, -0.07], [0.00, 0.03, 0.03], [-0.01, -0.16, -0.04], [-0.04, 0.01, 0.03], [0.08, 0.01, 0.02], [0.05, -0.05, -0.13], [-0.05, 0.04, -0.05], [-0.01, 0.03, -0.01], [-0.05, 0.05, 0.08], [0.03, -0.06, 0.04], [0.07, -0.01, -0.02], [0.04, 0.00, 0.02], [0.02, 0.01, -0.02], [-0.01, 0.02, 0.06], [-0.06, 0.01, 0.00], [0.05, -0.06, 0.02], [0.00, 0.00, -0.03]]}

---

No. 2
{"formula": "C32H42Cl4N3O3S2SiTi", "method": "ωB97M-V/def2-TZVPD", "homo_lumo_gap_ha": 0.20155, "de_lowest_kcal_mol": 13.5, "multiplicity": 1, "total_charge": -1, "total_energy_ev": -147236.4075, "species": ["Ti", "Cl", "Cl", "Cl", "Cl", "S", "S", "Si", "O", "O", "O", "N", "N", "N", "C", "C", "C", "C", "C", "C", "C", "C", "C", "C", "C", "C", "C", "C", "C", "C", "C", "C", "C", "C", "C", "C", "C", "C", "C", "C", "C", "C", "C", "C", "C", "C", "H", "H", "H", "H", "H", "H", "H", "H", "H", "H", "H", "H", "H", "H", "H", "H", "H", "H", "H", "H", "H", "H", "H", "H", "H", "H", "H", "H", "H", "H", "H", "H", "H", "H", "H", "H", "H", "H", "H", "H", "H", "H"], "xyz": [[-0.50326, 0.18254, 0.29763], [-2.70134, 1.53070, -6.27108], [-2.48462, -2.82641, -3.15227], [-2.89974, 1.15295, 0.53849], [0.01772, 2.14283, 1.45976], [0.92817, -0.30293, -4.55851], [3.67935, 0.57144, -3.81688], [-1.22600, -1.83080, 2.01369], [-1.22312, -0.90040, -1.12818], [5.39722, -0.13845, -0.52448], [1.31360, -0.24966, 0.49429], [2.85457, -0.05151, -1.19882], [1.79042, -0.23916, -2.06706], [-0.75103, 1.60023, -1.49587], [4.95611, 0.05392, 0.73049], [2.52819, -0.07144, 0.05630], [-2.84500, -2.81127, 1.48782], [-2.28098, 0.80955, -4.74010], [2.09918, -0.02226, -3.27809], [-1.67752, 1.60215, -3.73512], [-1.43580, -1.12922, 3.82723], [1.49140, -2.55159, 2.72674], [5.91237, 0.18969, 1.73697], [0.74295, -3.37865, 0.52388], [-2.57839, -3.67732, 0.24825], [-0.78740, 3.60781, -2.77767], [-3.99441, -1.88127, 1.08252], [-1.59354, -0.42046, -2.29396], [5.52633, 0.41754, 3.04312], [3.59106, 0.11769, 1.06403], [3.30082, 0.42740, -5.58357], [-3.25469, 2.96697, 0.20257], [-0.30661, -0.15954, 4.20700], [-2.18576, -1.13080, -3.31405], [1.81934, 0.69589, -5.77299], [-3.38316, -3.73687, 2.59116], [-2.52909, -0.51323, -4.53268], [-2.73983, -0.32057, 3.90306], [-1.36863, 2.97689, -3.83705], [-0.04224, -4.46161, 2.61346], [4.17892, 0.51594, 3.37818], [0.27730, -3.10280, 1.96494], [-1.34378, 0.96142, -2.53299], [-1.47514, -2.20525, 4.92404], [-0.50412, 2.88302, -1.60214], [3.22712, 0.36316, 2.38961], [-0.55264, 4.66225, -2.81257], [2.17403, 0.44498, 2.62290], [1.04900, -2.47227, 0.00240], [-1.94532, -4.53843, 0.45360], [-2.63741, -4.43722, 2.96712], [-0.36876, -4.36397, 3.64887], [-2.77255, 0.47294, 3.15399], [-0.51753, -2.71576, 5.02993], [-3.53702, -4.06222, -0.12242], [0.67184, -0.63850, 4.22837], [-4.88696, -2.49152, 0.89224], [1.47665, 0.39413, -6.76251], [-2.41733, 3.45616, 0.71661], [1.58903, 1.75075, -5.62075], [6.95594, 0.12138, 1.45869], [-1.68607, -1.71758, 5.88460], [-0.06222, 3.36119, -0.73926], [0.87171, -5.06986, 2.61531], [-1.60482, 3.51055, -4.74774], [3.55933, -0.57230, -5.93211], [-2.98753, -1.11024, -5.30833], [1.76782, -1.55009, 2.40807], [6.28459, 0.52619, 3.80936], [-0.25751, 0.69361, 3.53448], [-2.12769, -3.09639, -0.55320], [1.32373, -2.53405, 3.80396], [-2.81127, 0.15009, 4.89156], [-0.50258, 0.22903, 5.21486], [4.60348, -0.13024, -1.11282], [-3.76143, -1.34569, 0.16379], [1.61184, -4.04876, 0.55708], [-3.05344, 3.02849, -0.87686], [3.91131, 1.15941, -6.11245], [-3.78466, -3.18030, 3.43808], [2.35386, -3.20523, 2.54526], [-4.24978, -1.14300, 1.84042], [-3.62557, -0.94277, 3.77487], [-0.02022, -3.86204, -0.08207], [-2.24484, -2.95850, 4.76494], [3.87569, 0.70910, 4.39833], [-0.79985, -5.02593, 2.07434], [-4.20899, -4.32773, 2.17463]], "atomic_forces_ev_per_a": [[-0.19, 0.23, 0.26], [0.01, 0.00, 0.00], [-0.01, 0.01, -0.04], [0.07, -0.12, -0.03], [0.05, -0.07, 0.04], [0.14, -0.09, -0.04], [0.00, 0.01, 0.00], [-0.01, -0.01, 0.01], [0.12, -0.08, 0.05], [0.00, 0.03, 0.01], [-0.18, -0.05, -0.33], [-0.01, 0.01, -0.03], [0.01, -0.03, -0.03], [0.05, 0.00, -0.02], [0.00, 0.02, 0.00], [0.04, 0.08, 0.10], [0.02, -0.01, 0.00], [-0.02, 0.02, 0.01], [0.03, 0.02, -0.01], [-0.07, 0.06, 0.03], [-0.01, 0.00, -0.01], [-0.04, 0.00, -0.03], [0.00, 0.00, 0.01], [-0.01, -0.01, -0.03], [0.03, 0.02, 0.02], [0.02, 0.00, 0.01], [0.00, 0.07, -0.01], [0.07, -0.01, 0.02], [0.00, -0.01, 0.00], [-0.03, -0.03, -0.02], [0.00, 0.00, 0.00], [-0.05, 0.02, 0.00], [0.01, 0.00, 0.01], [0.02, -0.02, -0.04], [0.00, -0.02, 0.00], [-0.01, 0.00, 0.00], [-0.01, 0.00, 0.01], [0.01, 0.01, 0.01], [-0.01, -0.04, -0.02], [0.03, 0.01, -0.03], [-0.02, -0.01, 0.00], [0.01, 0.01, 0.02], [-0.06, 0.03, 0.04], [-0.01, 0.01, 0.00], [0.00, 0.02, 0.00], [0.06, 0.10, 0.00], [0.00, 0.00, 0.00], [0.03, 0.08, 0.00], [-0.01, -0.06, 0.02], [0.04, -0.03, 0.04], [-0.03, 0.03, 0.02], [-0.01, 0.00, 0.01], [-0.01, -0.03, 0.03], [0.04, -0.01, -0.01], [0.00, -0.01, 0.00], [-0.02, 0.03, 0.01], [0.00, 0.01, 0.00], [0.00, 0.01, 0.00], [0.01, -0.01, -0.01], [-0.01, 0.01, 0.01], [0.00, 0.00, 0.00], [0.00, 0.00, 0.00], [0.01, 0.00, 0.00], [0.00, 0.00, 0.00], [-0.01, 0.00, 0.00], [0.00, 0.00, 0.00], [0.00, 0.00, 0.00], [-0.06, -0.17, 0.01], [0.00, 0.00, 0.00], [0.00, 0.01, -0.01], [0.01, -0.03, 0.05], [-0.01, -0.02, 0.02], [0.00, 0.00, 0.00], [0.00, 0.00, 0.00], [-0.01, -0.05, -0.01], [0.01, 0.04, -0.02], [0.00, -0.01, 0.00], [0.00, 0.01, 0.01], [0.00, 0.00, 0.00], [-0.03, 0.03, -0.01], [0.01, 0.00, -0.01], [0.00, 0.01, -0.05], [0.00, -0.03, 0.03], [-0.02, 0.00, 0.00], [0.04, 0.01, 0.02], [0.00, 0.00, 0.00], [-0.02, -0.01, -0.05], [0.00, 0.00, 0.00]]}